Entry 1:
28
Properties=species:S:1:pos:R:3 method="wB97M-V/def2-TZVPD" charge=+1 multiplicity=1 lumo_energy_ev=-3.763
C 2.5347 0.6866 0.2197
C 2.7059 0.1531 1.4592
C -0.6659 -0.4996 0.7828
C -0.6794 0.8485 0.5431
C 1.2749 -1.1837 -0.0305
C -0.8307 2.6636 -2.5903
C -1.9921 -3.6600 1.1624
C -0.5404 2.6489 -1.1013
N -1.3528 -1.5045 1.0538
N 1.8755 -0.1361 -0.6244
O -0.4431 1.7567 1.5305
O 0.8346 -2.1529 -0.8390
O -0.6349 1.2985 -0.7187
O -0.8467 -2.7769 1.1730
S 1.9526 -1.4600 1.5457
H 2.8518 1.6007 -0.1472
H 2.8059 0.5462 2.4726
H -0.0021 2.0238 -3.0835
H -1.7770 2.0668 -2.6167
H -0.7143 3.7063 -2.9822
H -2.3403 -3.9855 0.2732
H -2.7981 -3.1846 1.6493
H -1.6263 -4.3890 1.8765
H -1.2747 3.3014 -0.6199
H 0.4954 3.0369 -0.8644
H -0.7732 1.3885 2.3906
H 1.6307 0.0301 -1.6082
H 0.3300 -2.8238 -0.3064

***

Entry 2:
23
Properties=species:S:1:pos:R:3 method="wB97M-V/def2-TZVPD" multiplicity=1 lumo_energy_ev=0.672
H 0.1040 -2.6334 0.3408
N -0.1580 -2.5555 -0.6251
C 0.3508 -1.5281 -1.1092
C 1.2369 -0.6553 -0.4251
C 1.8065 0.4471 -1.0454
C 2.5259 1.0349 -0.0370
N 2.4784 0.2591 1.0767
C 1.5731 -0.7747 0.8728
H -0.0336 -1.0923 -2.0554
H 1.5475 0.7438 -2.0197
H 3.2346 1.8129 -0.1578
H 2.8377 0.4925 2.0322
H 1.3849 -1.4628 1.7179
N -2.1891 -1.9454 1.0557
C -2.0728 -0.7600 0.6887
C -2.0475 0.4422 0.2087
C -2.5633 1.7116 -0.3414
C -1.1267 1.5894 0.1984
H -1.8557 -2.5344 0.3361
H -3.1642 2.2524 0.1995
H -2.6749 1.5895 -1.4620
H -0.3858 1.3714 -0.4937
H -0.8086 2.1952 1.0443

***

Entry 3:
10
Properties=species:S:1:pos:R:3 method="wB97M-V/def2-TZVPD" multiplicity=1 lumo_energy_ev=-0.210
C -1.7953 -0.1000 -0.1566
C -1.0773 0.5969 -1.0217
C 1.6536 -0.2684 0.6189
F 1.9905 -1.1023 -0.3837
S 1.1486 1.3374 -0.1771
H -2.6715 -0.5074 -0.5888
H -1.4606 -0.4582 0.7064
H -1.1236 1.2325 -1.7608
H 2.4467 -0.1709 1.3752
H 0.8890 -0.5595 1.3882

***

Respective Kohn-Sham gap values: 7.8, 9.1, 8.7 eV.
Respective relative energy (zero: lowest compared OMol25 entry of this formula, charge and spin) values: 2.5865, 5.1925, 3.5784 eV.
Respective F_max values: 4.5, 7.2, 7.6 eV/Å.